Version a
Here is a cluster of 3 separate species, C3H8N2O2 in total from the Open Molecules 2025 dataset. Energies are from the ωB97M-V functional and the def2-TZVPD basis.

Computed properties:
frontier orbital gap (alpha / beta)	8.801 / 4.714	eV
total charge	+1
multiplicity	2
molecular weight	104.11	g/mol
E_HOMO (alpha / beta)	-13.144 / -13.144	eV
LUMO level (alpha / beta)	-4.343 / -8.430	eV

Cartesian coordinates (Å):
C1 -1.886 -2.394 -0.146
C2 -0.724 -2.540 0.682
N1 0.205 -3.276 0.068
C3 -0.386 -3.696 -1.055
N2 -1.649 -3.221 -1.184
H1 -2.805 -1.861 0.044
H2 -0.507 -2.183 1.678
H3 0.184 -4.314 -1.734
H4 -2.345 -3.470 -1.883
H5 2.282 4.811 3.792
H6 1.719 4.344 5.082
O1 1.768 4.067 4.177
H7 1.187 5.341 -3.096
H8 1.853 4.018 -3.445
O2 1.103 4.373 -2.980



Version b
Here is a cluster of 3 separate species, C3H8N2O2 in total from the Open Molecules 2025 dataset. Energies are from the ωB97M-V functional and the def2-TZVPD basis.

Computed properties:
frontier orbital gap (alpha / beta)	10.216 / 6.090	eV
total charge	+1
multiplicity	2
molecular weight	104.11	g/mol
E_HOMO (alpha / beta)	-14.828 / -14.816	eV
LUMO level (alpha / beta)	-4.612 / -8.726	eV

Cartesian coordinates (Å):
C1 -0.427 0.986 1.423
C2 0.897 0.978 1.013
N1 1.185 -0.297 0.791
C3 0.252 -1.059 1.339
N2 -0.810 -0.302 1.598
H1 -1.219 1.703 1.232
H2 1.492 1.903 0.861
H3 1.916 -0.450 -0.015
H4 0.186 -2.172 1.359
H5 0.848 -0.254 -3.155
H6 -0.131 -0.588 -1.902
O1 0.893 -0.522 -2.161
H7 -2.423 -0.078 -0.907
H8 -1.135 0.026 -0.294
O2 -1.525 0.126 -1.181



Version c
Here is the ion C3H8N2O2 with charge +1 from the Open Molecules 2025 dataset. Energies are from the ωB97M-V functional and the def2-TZVPD basis.

Computed properties:
frontier orbital gap (alpha / beta)	11.627 / 6.186	eV
total charge	+1
multiplicity	2
molecular weight	104.11	g/mol
E_HOMO (alpha / beta)	-15.153 / -15.008	eV
LUMO level (alpha / beta)	-3.526 / -8.822	eV

Cartesian coordinates (Å):
O1 1.457 -1.201 1.560
C1 0.967 -0.425 0.791
N1 -0.020 0.459 1.130
C2 -0.893 1.330 0.356
O2 -2.137 0.734 0.078
C3 1.307 -0.548 -0.668
N2 0.268 -1.321 -1.255
H1 -0.470 0.205 2.003
H2 -0.467 1.576 -0.621
H3 -1.063 2.247 0.912
H4 -2.675 0.581 0.860
H5 2.269 -1.108 -0.581
H6 1.496 0.280 -1.365
H7 -0.616 -0.803 -1.267
H8 0.579 -2.007 -1.933



Version d
Here is the ion C3H8N2O2 with charge +1 from the Open Molecules 2025 dataset. Energies are from the ωB97M-V functional and the def2-TZVPD basis.

Computed properties:
frontier orbital gap (alpha / beta)	11.828 / 6.508	eV
total charge	+1
multiplicity	2
molecular weight	104.11	g/mol
E_HOMO (alpha / beta)	-14.934 / -14.915	eV
LUMO level (alpha / beta)	-3.107 / -8.408	eV

Cartesian coordinates (Å):
O1 1.813 0.400 0.124
C1 1.129 -0.552 -0.195
N1 1.473 -1.835 -0.040
C2 -0.162 -0.263 -0.944
N2 -0.657 1.030 -0.581
C3 -1.391 1.222 0.666
O2 -0.720 0.496 1.667
H1 2.269 -2.224 0.439
H2 0.934 -2.532 -0.528
H3 -0.913 -1.055 -0.937
H4 0.107 -0.286 -2.009
H5 0.001 1.735 -0.930
H6 -2.278 0.585 0.548
H7 -1.640 2.269 0.789
H8 0.035 1.011 1.931



Computed relative energies in units of kJ/mol: version a 22.7; version b 128.3; version c 60.0; version d 0.0



Version a
Here is an isolated molecule of C16H16N2O3 from the Open Molecules 2025 dataset. Energies are from the ωB97M-V functional and the def2-TZVPD basis.

Computed properties:
frontier orbital gap	9.403	eV
total charge	0
structure (SMILES)	C[C@@H](Oc1ccccc1)C(=O)Nc1ccc(C(N)=O)cc1
molecular weight	284.31	g/mol
E_HOMO	-8.769	eV
LUMO level	0.634	eV

Cartesian coordinates (Å):
C1 3.236 2.443 0.307
H1 3.463 1.742 1.105
H2 2.801 3.339 0.741
H3 4.159 2.698 -0.207
C2 2.238 1.842 -0.679
C3 0.811 1.790 -0.096
O1 0.449 2.530 0.791
N1 0.037 0.879 -0.740
C4 -1.290 0.520 -0.502
C5 -1.836 -0.504 -1.276
C6 -3.142 -0.896 -1.084
C7 -3.939 -0.271 -0.127
C8 -3.383 0.738 0.654
C9 -2.071 1.133 0.473
H4 -1.646 1.911 1.085
H5 -3.960 1.209 1.437
C10 -5.341 -0.751 0.027
O2 -5.687 -1.872 -0.284
N2 -6.217 0.150 0.542
H6 -5.975 1.113 0.685
H7 -7.182 -0.124 0.624
H8 -3.573 -1.693 -1.670
H9 -1.227 -0.992 -2.024
H10 0.502 0.343 -1.464
O3 2.655 0.606 -1.232
C11 2.840 -0.486 -0.419
C12 2.348 -0.618 0.874
C13 2.570 -1.792 1.575
C14 3.270 -2.838 1.002
C15 3.753 -2.708 -0.290
C16 3.542 -1.542 -0.997
H11 3.911 -1.423 -2.004
H12 4.300 -3.518 -0.749
H13 3.438 -3.748 1.557
H14 2.185 -1.884 2.579
H15 1.789 0.176 1.345
H16 2.173 2.501 -1.558



Version b
Here is an isolated molecule of C16H16N2O3 from the Open Molecules 2025 dataset. Energies are from the ωB97M-V functional and the def2-TZVPD basis.

Computed properties:
frontier orbital gap	8.782	eV
total charge	0
structure (SMILES)	O=C(NC[C@@H](O)CO)c1ccc2[nH]c3ccccc3c2c1
molecular weight	284.31	g/mol
E_HOMO	-8.308	eV
LUMO level	0.474	eV

Cartesian coordinates (Å):
O1 -1.926 -1.503 0.044
C1 -1.679 -0.401 -0.426
N1 -2.595 0.306 -1.127
H1 -2.321 1.190 -1.521
C2 -3.919 -0.193 -1.454
H2 -3.825 -1.147 -1.986
H3 -4.390 0.535 -2.114
C3 -4.821 -0.440 -0.228
O2 -4.628 -1.713 0.331
H4 -3.661 -1.868 0.379
C4 -4.646 0.637 0.858
O3 -5.556 0.423 1.903
H5 -5.564 -0.532 2.066
H6 -3.615 0.606 1.243
H7 -4.847 1.633 0.454
H8 -5.866 -0.424 -0.561
C5 -0.351 0.243 -0.273
C6 0.755 -0.593 -0.162
C7 2.011 -0.031 -0.018
C8 2.150 1.379 0.037
C9 1.044 2.214 -0.043
C10 -0.198 1.634 -0.202
H9 -1.068 2.275 -0.232
H10 1.150 3.286 0.024
N2 3.473 1.690 0.185
C11 4.210 0.530 0.231
C12 5.578 0.358 0.370
C13 6.063 -0.936 0.385
C14 5.211 -2.032 0.265
C15 3.847 -1.866 0.125
C16 3.336 -0.574 0.107
H11 3.189 -2.716 0.034
H12 5.629 -3.027 0.281
H13 7.124 -1.102 0.492
H14 6.241 1.205 0.465
H15 3.848 2.620 0.259
H16 0.614 -1.662 -0.194



Computed relative energies in units of kJ/mol: version a 17.5; version b 0.0



Version a
Here is a structure of composition C5H13NOS2 from the Open Molecules 2025 dataset. Energies are from the ωB97M-V functional and the def2-TZVPD basis.

Computed properties:
frontier orbital gap (alpha / beta)	7.331 / 7.613	eV
total charge	0
molecular weight	167.30	g/mol
E_HOMO (alpha / beta)	-7.615 / -7.838	eV
LUMO level (alpha / beta)	-0.284 / -0.225	eV

Cartesian coordinates (Å):
C1 2.026 0.060 -0.527
C2 1.097 -2.254 -0.160
C3 -0.360 -0.657 -1.200
C4 -2.896 1.816 0.254
C5 0.769 -0.801 -0.235
N1 -0.370 1.836 1.037
O1 1.310 -0.328 2.400
S1 -1.818 2.245 1.702
S2 0.152 -0.419 1.439
H1 1.826 1.219 -0.447
H2 2.887 -0.144 0.225
H3 2.356 -0.101 -1.662
H4 0.314 -3.019 0.099
H5 1.983 -2.474 0.590
H6 1.662 -2.589 -1.056
H7 -1.402 -0.909 -0.820
H8 -0.524 0.420 -1.395
H9 -0.089 -1.271 -2.201
H10 -2.381 2.118 -0.525
H11 -3.847 2.314 0.552
H12 -3.147 0.760 0.423
H13 0.453 2.179 1.507



Version b
Here is an isolated molecule of C5H13NOS2 from the Open Molecules 2025 dataset. Energies are from the ωB97M-V functional and the def2-TZVPD basis.

Computed properties:
frontier orbital gap	9.535	eV
total charge	0
molecular weight	167.30	g/mol
E_HOMO	-9.073	eV
LUMO level	0.462	eV

Cartesian coordinates (Å):
C1 0.191 1.716 -2.668
C2 -0.590 0.501 -0.488
C3 0.713 -0.208 -0.350
C4 0.386 -1.675 -0.053
C5 -0.809 -2.006 0.982
H1 0.213 2.671 -3.466
H2 1.363 1.443 -2.234
H3 -0.230 0.659 -3.284
H4 -1.253 -0.234 -1.135
H5 -1.131 0.521 0.545
H6 1.414 -0.237 -1.336
H7 1.151 0.274 0.483
H8 0.179 -2.151 -0.976
H9 1.328 -3.327 0.883
H10 2.467 -2.473 -0.386
H11 -1.029 -3.045 1.075
H12 -1.783 -1.471 0.696
H13 0.661 -1.939 2.887
N1 1.643 -2.283 0.525
O1 0.614 2.866 -0.563
S1 -0.547 2.234 -1.221
S2 -0.647 -1.459 2.629



Computed relative energies in units of kJ/mol: version a 0.0; version b 83.3